[1]
Entry from OMol25: a structure of composition C3H9N3O in a non-equilibrium geometry (ωB97M-V with the def2-TZVPD basis set).

```
! RIJCOSX wB97M-V def2-TZVPD def2/J DEFGRID3
* xyz 0 1
C -0.270 0.840 1.217
C -1.300 -0.369 0.015
N 1.670 -0.019 -0.055
C 0.204 0.742 -0.151
N -1.211 -1.215 -1.153
O 1.679 -1.221 0.668
N 0.069 1.692 -1.016
H 2.216 -1.046 1.454
H 1.801 -0.289 -1.029
H 0.896 2.280 -1.098
H -0.893 -0.675 -1.953
H -0.583 -1.997 -1.004
H -0.810 1.752 1.451
H 0.243 0.254 1.972
H -2.140 0.308 -0.152
H -1.570 -1.040 0.834
*
```

Output
Orbital gap (alpha / beta), Eh: 0.2782 / 0.2783
LUMO energy (alpha / beta), eV: 0.02 / 0.02
HOMO energy (alpha / beta), Ha: -0.277 / -0.277
Largest force on an atom, hartree/bohr: 0.126
Calculated total energy, Eh: -358.97606
ΔE to the lowest compared entry with this formula, charge and spin, eV: 7.303

Atomic partial charges in e from the Löwdin method, atoms 1 to 2: number 1, C, carries 0.08; number 2, C, carries -0.17

---

[2]
Entry from OMol25: an isolated molecule of C5H8O2 in a non-equilibrium geometry (ωB97M-V with the def2-TZVPD basis set).

```
! RIJCOSX wB97M-V def2-TZVPD def2/J DEFGRID3
* xyz 0 1
O -2.200 0.662 0.889
C -1.182 -0.268 0.605
C -0.869 -0.603 -0.880
C 0.583 -0.028 -0.698
C 1.979 -0.058 -1.231
O 0.991 0.806 -1.764
C 0.266 0.235 0.785
H -1.969 1.512 0.490
H -1.459 -1.153 1.186
H -1.414 0.111 -1.515
H -1.141 -1.603 -1.237
H 2.776 0.589 -0.836
H 2.395 -0.920 -1.753
H 0.412 1.228 1.216
H 0.842 -0.499 1.364
*
```

Output
Orbital gap, Eh: 0.3983
LUMO energy, eV: 0.92
HOMO energy, Ha: -0.365
Largest force on an atom, hartree/bohr: 0.021
Calculated total energy, Eh: -345.69154
ΔE to the lowest compared entry with this formula, charge and spin, eV: 3.086
SMILES: O[C@H]1C[C@]2(CO2)C1

Atomic partial charges in e from the Löwdin method, atoms 1 to 2: number 1, O, carries -0.03; number 2, C, carries -0.36

---

[3]
Entry from OMol25: the ion C5H6F5O3S with charge -1 in a non-equilibrium geometry (ωB97M-V with the def2-TZVPD basis set).

```
! RIJCOSX wB97M-V def2-TZVPD def2/J DEFGRID3
* xyz -1 1
O -3.556 -0.165 0.079
S -2.460 -1.181 0.265
O -2.069 -1.748 -1.076
O -2.870 -2.432 1.240
C -1.002 -0.378 1.135
C 0.384 -1.121 0.841
C 1.554 -0.136 0.313
C 1.241 0.546 -1.086
F 2.440 0.451 -1.868
F 0.251 -0.121 -1.838
C 0.813 2.083 -1.019
F 1.370 2.804 0.035
F 1.294 2.695 -2.210
F -0.585 2.242 -1.082
H -0.884 0.718 0.870
H -1.241 -0.474 2.246
H 0.214 -1.946 0.081
H 0.776 -1.593 1.811
H 2.455 -0.826 0.133
H 1.876 0.584 1.129
*
```

Output
Orbital gap, Eh: 0.2869
LUMO energy, eV: 3.06
HOMO energy, Ha: -0.174
Largest force on an atom, hartree/bohr: 0.112
Calculated total energy, Eh: -1317.38738
SMILES: O=S(=O)([O-])CCCC(F)(F)C(F)(F)F

Atomic partial charges in e from the Löwdin method, atoms 1 to 2: number 1, O, carries -0.44; number 2, S, carries 0.54

---

[4]
Entry from OMol25: an isolated molecule of C5H12S in a non-equilibrium geometry (ωB97M-V with the def2-TZVPD basis set).

```
! RIJCOSX wB97M-V def2-TZVPD def2/J DEFGRID3
* xyz 0 1
C 1.138 1.328 -1.001
C -1.165 0.972 -0.014
C 0.075 -1.914 1.027
C 0.237 0.737 0.092
C 0.608 -1.069 -0.076
S -0.073 -1.491 -1.705
H 2.113 0.729 -0.932
H 1.489 2.284 -0.785
H 0.772 1.286 -2.021
H -1.442 1.286 -0.974
H -1.767 0.186 0.400
H -1.379 1.737 0.666
H -1.049 -1.882 1.097
H 0.321 -1.248 1.980
H 0.572 -2.867 1.016
H 0.576 0.780 1.150
H 1.709 -1.028 -0.234
H -0.647 -2.707 -1.360
*
```

Output
Orbital gap, Eh: 0.3440
LUMO energy, eV: 0.91
HOMO energy, Ha: -0.310
Largest force on an atom, hartree/bohr: 0.117
Calculated total energy, Eh: -595.82205
ΔE to the lowest compared entry with this formula, charge and spin, eV: 1.632
SMILES: CC(C)[C@@H](C)S

Atomic partial charges in e from the Löwdin method, atoms 1 to 2: number 1, C, carries -0.10; number 2, C, carries -0.14